No. 1
15
Properties=species:S:1:pos:R:3 method="wB97M-V/def2-TZVPD" homo_ev="-14.882 / -12.122" e_above_lowest_kcal_mol=100.0 orbital_gap_ev="10.81 / 3.85" multiplicity=1 total_charge=+1
C -2.03 1.38 -0.87
C 3.06 -1.92 -0.38
C -0.28 1.14 1.40
P -0.44 0.58 -0.31
S -1.13 -1.45 -0.11
H -2.36 2.02 -0.14
H -2.76 0.61 -1.20
H -1.87 2.06 -1.79
H 3.93 -2.13 -1.02
H 2.33 -2.73 -0.32
H 3.15 -1.23 0.46
H 0.25 2.09 1.60
H 0.39 0.38 1.86
H -1.16 1.04 2.12
H -1.09 -1.84 -1.31

No. 2
305
Properties=species:S:1:pos:R:3 method="wB97M-V/def2-TZVPD" homo_ev=-7.800 orbital_gap_ev=8.14 multiplicity=1 total_charge=0
C 19.67 22.22 18.33
O 20.90 22.63 18.87
H 19.45 22.57 17.32
H 19.53 21.14 18.31
H 18.88 22.66 18.94
H 21.28 21.87 19.31
C 19.85 13.11 23.05
O 18.76 13.17 23.91
H 20.05 12.08 22.74
H 19.75 13.69 22.13
H 20.64 13.47 23.71
H 18.14 12.46 23.73
C 18.67 17.25 24.30
O 18.80 18.67 24.27
H 17.86 16.94 24.96
H 18.66 16.80 23.30
H 19.60 16.82 24.66
H 18.67 18.99 25.16
C 15.13 12.44 13.79
C 16.56 13.01 14.00
C 16.54 14.08 15.12
C 17.89 14.46 15.78
C 18.53 13.23 16.26
C 18.76 12.20 15.08
N 17.46 11.97 14.44
O 17.58 10.97 13.42
C 19.98 12.63 14.19
C 19.24 10.86 15.73
C 17.03 13.68 12.70
H 15.01 11.68 13.02
H 14.43 13.25 13.61
H 14.71 12.01 14.70
H 16.07 15.01 14.78
H 15.83 13.73 15.86
H 17.61 15.17 16.55
H 18.59 14.87 15.05
H 17.98 12.76 17.08
H 19.45 13.50 16.79
H 19.95 12.09 13.25
H 20.03 13.71 14.04
H 20.93 12.40 14.67
H 19.76 10.14 15.11
H 19.92 11.15 16.53
H 18.42 10.33 16.22
H 18.01 14.11 12.90
H 16.37 14.48 12.35
H 17.16 12.95 11.90
H 17.10 10.26 13.85
C 24.93 19.21 13.16
C 25.82 18.11 13.90
C 25.78 18.47 15.41
C 24.56 18.06 16.17
C 24.26 16.55 15.97
C 24.20 16.06 14.46
N 25.35 16.71 13.79
O 25.57 16.17 12.54
C 24.34 14.52 14.38
C 22.82 16.46 13.87
C 27.32 18.13 13.41
H 24.44 18.89 12.24
H 25.42 20.17 13.00
H 24.13 19.53 13.84
H 26.79 18.26 15.79
H 25.85 19.54 15.58
H 23.71 18.65 15.86
H 24.58 18.37 17.22
H 23.29 16.36 16.43
H 24.98 15.97 16.55
H 24.42 13.98 13.44
H 25.18 14.23 15.01
H 23.54 13.92 14.80
H 22.05 15.83 14.30
H 22.52 17.48 14.13
H 22.80 16.39 12.78
H 27.45 17.94 12.34
H 27.92 17.39 13.94
H 27.74 19.08 13.72
H 26.13 15.42 12.76
C 9.89 16.61 18.06
C 11.47 16.81 18.10
C 12.15 15.49 17.76
C 13.75 15.67 17.63
C 14.00 16.53 16.42
C 13.18 17.88 16.41
N 11.81 17.72 16.97
O 11.04 18.84 16.93
C 13.97 18.90 17.17
C 13.10 18.33 14.96
C 11.87 17.28 19.56
H 9.61 15.63 18.44
H 9.44 16.75 17.07
H 9.31 17.30 18.66
H 11.82 14.82 18.56
H 11.83 15.11 16.79
H 14.32 14.76 17.48
H 14.22 16.06 18.54
H 13.77 15.96 15.52
H 15.06 16.74 16.27
H 13.54 19.89 17.31
H 14.18 18.70 18.22
H 14.91 19.20 16.71
H 12.66 19.33 15.00
H 14.00 18.37 14.34
H 12.42 17.71 14.38
H 12.93 17.33 19.84
H 11.36 16.81 20.39
H 11.68 18.35 19.68
H 10.53 18.62 16.15
C 22.47 18.26 23.92
C 23.31 16.91 24.13
C 24.80 17.09 23.57
C 25.72 17.90 24.53
C 25.63 17.33 26.00
C 24.16 17.12 26.50
N 23.33 16.40 25.50
O 22.11 15.94 26.02
C 24.41 16.25 27.81
C 23.54 18.43 26.96
C 22.79 15.69 23.26
H 22.11 18.48 22.91
H 23.00 19.18 24.11
H 21.68 18.20 24.67
H 25.29 16.11 23.56
H 24.86 17.41 22.53
H 25.49 18.96 24.50
H 26.75 17.83 24.18
H 26.25 17.95 26.65
H 26.12 16.36 25.93
H 25.01 16.82 28.51
H 23.48 16.02 28.33
H 24.90 15.29 27.59
H 22.45 18.36 27.01
H 23.91 18.83 27.90
H 23.65 19.15 26.15
H 23.27 14.76 23.56
H 23.05 15.83 22.21
H 21.71 15.70 23.46
H 22.34 15.04 26.26
C 20.80 20.56 10.54
C 19.92 19.65 11.43
C 20.44 19.87 12.87
C 19.57 19.37 14.02
C 18.25 20.04 13.92
C 17.53 19.73 12.60
N 18.52 20.07 11.50
O 17.96 20.25 10.23
C 16.96 18.25 12.67
C 16.33 20.60 12.55
C 20.12 18.15 11.12
H 21.79 20.13 10.45
H 20.82 21.59 10.90
H 20.47 20.51 9.50
H 21.38 19.35 13.00
H 20.62 20.93 13.08
H 20.12 19.57 14.95
H 19.49 18.29 14.10
H 18.38 21.10 14.14
H 17.74 19.61 14.78
H 15.96 18.16 13.09
H 16.80 17.87 11.66
H 17.43 17.49 13.28
H 15.55 20.31 11.86
H 15.74 20.67 13.47
H 16.64 21.62 12.30
H 21.17 17.89 11.01
H 19.47 17.89 10.28
H 19.59 17.55 11.85
H 17.79 19.39 9.83
C 22.74 9.59 17.82
C 23.67 10.89 17.97
C 22.82 11.96 17.32
C 23.28 13.37 17.57
C 23.23 13.66 19.11
C 24.13 12.66 19.90
N 23.85 11.28 19.41
O 24.48 10.27 20.12
C 25.59 13.15 19.68
C 23.81 12.83 21.40
C 25.03 10.75 17.29
H 23.16 8.78 18.42
H 22.50 9.24 16.82
H 21.79 9.59 18.36
H 22.75 11.83 16.24
H 21.79 11.92 17.68
H 22.66 14.07 17.01
H 24.32 13.44 17.25
H 22.21 13.79 19.46
H 23.71 14.64 19.09
H 25.75 14.20 19.91
H 26.32 12.66 20.32
H 26.00 12.98 18.68
H 24.48 12.20 21.98
H 24.00 13.84 21.74
H 22.78 12.67 21.73
H 24.90 10.23 16.34
H 25.75 10.17 17.87
H 25.50 11.71 17.08
H 25.42 10.36 19.93
C 19.81 25.50 21.27
C 20.01 24.40 22.37
C 18.73 23.45 22.36
C 18.93 22.16 23.09
C 20.15 21.39 22.46
C 21.44 22.22 22.62
N 21.16 23.55 21.97
O 22.34 24.27 21.70
C 21.92 22.29 24.09
C 22.49 21.48 21.73
C 20.15 25.09 23.74
H 19.18 25.07 20.50
H 20.80 25.85 20.97
H 19.24 26.35 21.64
H 17.99 23.97 22.97
H 18.40 23.14 21.37
H 18.06 21.51 22.96
H 18.97 22.25 24.18
H 19.94 21.13 21.42
H 20.23 20.42 22.95
H 22.57 21.46 24.36
H 22.43 23.25 24.23
H 21.12 22.27 24.83
H 22.19 21.46 20.68
H 23.51 21.86 21.79
H 22.51 20.43 22.00
H 20.37 24.39 24.55
H 19.27 25.71 23.96
H 21.06 25.68 23.69
H 22.09 24.60 20.83
C 17.04 17.12 18.92
C 17.94 18.27 19.43
C 18.50 17.90 20.87
C 19.69 16.86 20.84
C 20.81 17.40 19.86
C 20.24 17.58 18.42
N 19.05 18.55 18.47
O 18.64 18.96 17.21
C 21.44 18.32 17.75
C 20.02 16.19 17.80
C 17.08 19.52 19.61
H 17.25 16.85 17.88
H 17.16 16.20 19.48
H 15.99 17.39 19.01
H 18.75 18.77 21.48
H 17.78 17.32 21.44
H 20.11 16.78 21.84
H 19.30 15.90 20.50
H 21.71 16.79 19.86
H 21.09 18.41 20.16
H 21.65 19.32 18.14
H 21.23 18.38 16.69
H 22.35 17.71 17.76
H 19.73 16.14 16.75
H 19.26 15.59 18.30
H 20.87 15.53 17.97
H 17.67 20.36 19.99
H 16.71 19.71 18.60
H 16.28 19.36 20.34
H 18.83 19.90 17.21
C 15.39 13.14 25.68
C 14.70 13.88 24.54
C 15.55 15.16 24.26
C 15.18 15.80 22.92
C 15.47 14.79 21.77
C 14.62 13.49 21.92
N 14.72 13.00 23.36
O 14.08 11.77 23.55
C 13.18 13.71 21.50
C 15.32 12.47 20.97
C 13.23 14.24 24.91
H 15.46 13.75 26.57
H 16.41 12.86 25.40
H 14.95 12.20 26.01
H 15.41 15.93 25.02
H 16.63 14.99 24.22
H 15.88 16.63 22.85
H 14.15 16.16 22.93
H 16.53 14.58 21.66
H 15.25 15.25 20.81
H 12.72 12.72 21.48
H 12.69 14.42 22.17
H 13.15 14.07 20.47
H 14.89 11.47 20.99
H 15.26 12.84 19.95
H 16.36 12.28 21.25
H 12.58 13.38 24.71
H 12.88 15.08 24.32
H 13.11 14.33 25.99
H 13.24 12.13 23.85
C 24.30 25.29 16.21
C 22.73 25.21 16.36
C 22.09 24.02 15.60
O 22.57 22.84 16.26
C 22.30 21.59 15.68
N 22.46 25.10 17.76
H 24.71 26.24 16.56
H 24.64 25.30 15.18
H 24.87 24.55 16.78
H 22.31 26.14 15.96
H 22.37 24.05 14.54
H 21.01 24.12 15.70
H 22.59 20.75 16.31
H 22.82 21.57 14.72
H 21.23 21.59 15.45
H 22.92 24.22 17.94
H 21.49 24.90 17.93

What did the first record say?
15
Properties=species:S:1:pos:R:3 method="wB97M-V/def2-TZVPD" homo_ev="-14.882 / -12.122" e_above_lowest_kcal_mol=100.0 orbital_gap_ev="10.81 / 3.85" multiplicity=1 total_charge=+1
C -2.03 1.38 -0.87
C 3.06 -1.92 -0.38
C -0.28 1.14 1.40
P -0.44 0.58 -0.31
S -1.13 -1.45 -0.11
H -2.36 2.02 -0.14
H -2.76 0.61 -1.20
H -1.87 2.06 -1.79
H 3.93 -2.13 -1.02
H 2.33 -2.73 -0.32
H 3.15 -1.23 0.46
H 0.25 2.09 1.60
H 0.39 0.38 1.86
H -1.16 1.04 2.12
H -1.09 -1.84 -1.31